{
  "formula": "C19H24FN3O2",
  "method": "the ωB97M-V functional and the def2-TZVPD basis",
  "elements": ["C", "C", "O", "C", "O", "C", "C", "C", "C", "C", "N", "C", "C", "C", "N", "C", "N", "C", "C", "C", "C", "C", "C", "C", "F", "H", "H", "H", "H", "H", "H", "H", "H", "H", "H", "H", "H", "H", "H", "H", "H", "H", "H", "H", "H", "H", "H", "H", "H"],
  "positions_angstrom": [[2.9660, 3.1137, -3.3524], [2.2120, 1.9292, -3.9394], [1.3227, 1.3530, -2.9821], [1.8373, 0.4744, -2.1269], [2.9916, 0.1287, -2.1257], [0.7934, -0.0126, -1.1177], [1.1614, -1.4288, -0.6413], [0.8688, -2.4509, -1.7350], [-0.5928, -2.3358, -2.1538], [-0.8685, -0.9042, -2.6283], [-0.5367, 0.1211, -1.6649], [-1.5775, 0.5561, -0.7546], [-1.9269, -0.3862, 0.3595], [-2.8721, -1.3913, 0.3219], [-2.7997, -2.0631, 1.4883], [-3.5981, -3.1759, 1.9126], [-1.8640, -1.5629, 2.2821], [-1.3238, -0.5375, 1.6320], [-0.2385, 0.2266, 2.2467], [0.8415, -0.4371, 2.8256], [1.8876, 0.2622, 3.3963], [1.8758, 1.6472, 3.4108], [0.8007, 2.3316, 2.8720], [-0.2381, 1.6168, 2.3078], [-1.2964, 2.3116, 1.8262], [3.5829, 3.5720, -4.1202], [2.2648, 3.8515, -2.9702], [3.6054, 2.7786, -2.5394], [1.5734, 2.2409, -4.7686], [2.9180, 1.1626, -4.2769], [0.8832, 0.6768, -0.2676], [2.2198, -1.4405, -0.3804], [0.5800, -1.6703, 0.2488], [1.0855, -3.4579, -1.3719], [1.5140, -2.2563, -2.5947], [-0.8182, -3.0345, -2.9617], [-1.2340, -2.5766, -1.3038], [-1.9190, -0.7882, -2.9028], [-0.2648, -0.7159, -3.5252], [-2.4742, 0.7325, -1.3557], [-1.2605, 1.5170, -0.3452], [-3.5782, -1.6574, -0.4397], [-3.4801, -4.0182, 1.2277], [-3.2596, -3.4653, 2.9052], [-4.6532, -2.8987, 1.9561], [0.8430, -1.5160, 2.8189], [2.7169, -0.2746, 3.8310], [2.6945, 2.1962, 3.8500], [0.7498, 3.4092, 2.8906]],
  "nbo_charge": [-0.634, -0.074, -0.497, 0.801, -0.617, -0.153, -0.415, -0.403, -0.420, -0.213, -0.438, -0.228, -0.126, -0.046, -0.154, -0.406, -0.258, 0.096, -0.157, -0.158, -0.227, -0.190, -0.302, 0.468, -0.336, 0.214, 0.210, 0.222, 0.187, 0.196, 0.238, 0.234, 0.208, 0.209, 0.200, 0.205, 0.198, 0.197, 0.188, 0.206, 0.218, 0.216, 0.205, 0.237, 0.207, 0.227, 0.217, 0.218, 0.229],
  "de_lowest_kcal_mol": 25.65,
  "charge": 0,
  "lumo_energy_ev": 0.77,
  "homo_ev": -8.0,
  "gap_ev": 8.73
}

---

{
  "formula": "C4H6N4",
  "method": "the ωB97M-V functional and the def2-TZVPD basis",
  "elements": ["C", "N", "N", "C", "N", "N", "C", "C", "H", "H", "H", "H", "H", "H"],
  "positions_angstrom": [[-1.1072, -0.6276, -0.8960], [-1.7369, -1.7265, -0.7041], [-1.7957, -1.9161, 0.8586], [-1.3694, -0.7946, 1.3894], [-0.6826, -0.0955, 0.3436], [0.0208, 1.0724, 0.0861], [1.5360, 0.8500, 0.5168], [1.0176, 0.8981, -0.9186], [-0.8109, -0.5138, -1.8573], [-0.9908, -0.7065, 2.4134], [1.9087, 1.9419, 0.7424], [1.5584, -0.1177, 0.9599], [1.1243, -0.0068, -1.4480], [1.3277, 1.7428, -1.4864]],
  "nbo_charge": [0.130, -0.267, -0.277, 0.145, -0.268, -0.230, -0.306, -0.264, 0.219, 0.225, 0.240, 0.231, 0.204, 0.218],
  "de_lowest_kcal_mol": 134.13,
  "charge": 0,
  "lumo_energy_ev": 0.81,
  "homo_ev": -9.0,
  "gap_ev": 9.84
}

---

{
  "formula": "C5H7",
  "method": "the ωB97M-V functional and the def2-TZVPD basis",
  "elements": ["C", "H", "H", "C", "C", "C", "C", "H", "H", "H", "H", "H"],
  "positions_angstrom": [[-0.6715, 0.7334, 1.2177], [-0.7839, 1.8204, 1.1925], [-1.1281, 1.1254, -1.6511], [-0.6544, -1.2988, -0.0034], [-0.2562, 0.0412, 0.0979], [1.0057, 0.9673, -1.5938], [-0.2501, 0.5869, -1.2895], [0.0785, -2.0744, -0.2411], [-1.6962, -1.6000, 0.1173], [-1.1289, 0.2087, 2.0586], [1.8701, 0.3148, -1.4489], [1.1935, 1.9589, -2.0051]],
  "nbo_charge": [-0.220, 0.234, 0.264, 0.175, -0.232, -0.133, -0.248, 0.223, 0.233, 0.228, 0.230, 0.244],
  "charge": 1,
  "lumo_energy_ev": [-7.22, -7.22],
  "homo_ev": [-14.7, -14.7],
  "gap_ev": [7.47, 7.47]
}

---

{
  "formula": "C8H7I3OS",
  "method": "the ωB97M-V functional and the def2-TZVPD basis",
  "elements": ["C", "C", "C", "C", "C", "C", "C", "C", "O", "S", "I", "I", "I", "H", "H", "H", "H", "H", "H", "H"],
  "positions_angstrom": [[-1.3247, -1.1260, 0.8253], [-0.0012, 0.7922, 1.2419], [-0.3779, -1.6181, -0.0106], [1.0541, 0.3182, 0.3961], [-1.2124, 0.2284, 1.4007], [0.8661, -0.9100, -0.1484], [-2.1818, 0.8607, 2.3545], [1.4822, 0.2196, -3.1834], [3.3005, -0.5340, -1.1555], [2.1615, -1.5266, -1.1830], [1.4743, -1.1510, -4.7533], [3.1641, 1.3757, -2.9832], [-0.3323, 1.3012, -2.9765], [-2.3510, -1.6185, 0.9809], [0.2514, 1.6631, 1.8479], [-0.5139, -2.5295, -0.4443], [1.9910, 0.9310, 0.2522], [-2.8884, 0.1351, 2.7833], [-1.7528, 1.5793, 3.0460], [-2.8088, 1.6089, 1.7093]],
  "nbo_charge": [-0.179, -0.194, -0.218, -0.199, -0.015, -0.299, -0.636, -0.901, -0.871, 1.052, 0.244, 0.400, 0.242, 0.216, 0.204, 0.219, 0.256, 0.226, 0.231, 0.223],
  "de_lowest_kcal_mol": 16.97,
  "charge": 0,
  "lumo_energy_ev": [-1.34, -1.43],
  "homo_ev": [-8.1, -8.0],
  "gap_ev": [6.76, 6.59]
}